{
  "formula": "C58H153N11O20",
  "method": "wB97M-V/def2-TZVPD",
  "e_homo_ev": [-9.492, -9.492],
  "multiplicity": 2,
  "charge": 1,
  "energy_ha": -4407.9032,
  "symbols": ["C", "O", "C", "C", "N", "C", "C", "O", "C", "H", "H", "H", "H", "H", "H", "H", "H", "H", "H", "H", "H", "H", "H", "H", "C", "O", "C", "C", "N", "C", "C", "O", "C", "H", "H", "H", "H", "H", "H", "H", "H", "H", "H", "H", "H", "H", "H", "H", "C", "O", "C", "C", "N", "C", "C", "O", "C", "H", "H", "H", "H", "H", "H", "H", "H", "H", "H", "H", "H", "H", "H", "H", "C", "O", "C", "C", "N", "C", "C", "O", "C", "H", "H", "H", "H", "H", "H", "H", "H", "H", "H", "H", "H", "H", "H", "H", "C", "O", "C", "C", "N", "C", "C", "O", "C", "H", "H", "H", "H", "H", "H", "H", "H", "H", "H", "H", "H", "H", "H", "H", "C", "C", "O", "O", "H", "H", "H", "H", "H", "H", "C", "C", "O", "O", "H", "H", "H", "H", "H", "H", "C", "C", "C", "O", "C", "N", "H", "H", "H", "H", "H", "H", "H", "H", "H", "H", "H", "C", "C", "C", "O", "C", "N", "H", "H", "H", "H", "H", "H", "H", "H", "H", "H", "H", "C", "C", "C", "O", "C", "N", "H", "H", "H", "H", "H", "H", "H", "H", "H", "H", "H", "C", "C", "C", "O", "C", "N", "H", "H", "H", "H", "H", "H", "H", "H", "H", "H", "H", "C", "C", "C", "O", "C", "N", "H", "H", "H", "H", "H", "H", "H", "H", "H", "H", "H", "C", "C", "C", "O", "C", "N", "H", "H", "H", "H", "H", "H", "H", "H", "H", "H", "H"],
  "positions_angstrom": [[1.0043, -6.6288, 6.3331], [1.7342, -5.8839, 5.3927], [2.4402, -4.8098, 5.9425], [2.9305, -4.0587, 4.6983], [3.1094, -2.5868, 4.9397], [3.3943, -1.9637, 3.6517], [3.9687, -0.5412, 3.7957], [2.9719, 0.4322, 4.1284], [3.5148, 1.7648, 4.4862], [1.6239, -7.0996, 7.0963], [0.4795, -7.4889, 5.9174], [0.2652, -5.9701, 6.7893], [3.2518, -5.1898, 6.5629], [1.7756, -4.1982, 6.5528], [2.1632, -4.1869, 3.9349], [3.8078, -4.6405, 4.4154], [3.9145, -2.3693, 5.5095], [2.5010, -2.0416, 3.0321], [4.1038, -2.6229, 3.1514], [4.3658, -0.1142, 2.8748], [4.7797, -0.5261, 4.5238], [3.8780, 1.6685, 5.5094], [2.6158, 2.3634, 4.3395], [4.2811, 2.1355, 3.8053], [10.9846, 0.8612, 0.8626], [9.6107, 0.7156, 0.6780], [9.2121, -0.6455, 0.5514], [7.7309, -0.8473, 0.1654], [7.5643, -0.7575, -1.3189], [6.2806, -1.2787, -1.7636], [5.1469, -0.5431, -1.0212], [5.3043, 0.8961, -1.2490], [4.1638, 1.6492, -0.9289], [11.0866, 1.9275, 1.0641], [11.4842, 0.5298, -0.0477], [11.3732, 0.2814, 1.6999], [9.4490, -1.2407, 1.4333], [9.8115, -1.1192, -0.2260], [7.1765, -0.1487, 0.7921], [7.3922, -1.8421, 0.4549], [7.4801, 0.2133, -1.5847], [6.0997, -2.3504, -1.6815], [6.1616, -1.1053, -2.8331], [5.1653, -0.8546, 0.0231], [4.2148, -0.8746, -1.4789], [4.4510, 2.6896, -1.0817], [3.8903, 1.3917, 0.0943], [3.3172, 1.4881, -1.5964], [3.6842, -4.1372, 0.5916], [3.9585, -5.1218, 1.6094], [3.0698, -6.2288, 1.5593], [3.2925, -7.3167, 2.6163], [4.6038, -7.9543, 2.5540], [4.8956, -8.8445, 3.7320], [5.3885, -7.9532, 4.8863], [6.5406, -7.1193, 4.5025], [7.0411, -6.4097, 5.6439], [2.6944, -3.7333, 0.8044], [3.6944, -4.5611, -0.4125], [4.4138, -3.3299, 0.6556], [3.0554, -6.6628, 0.5596], [2.0859, -5.8085, 1.7674], [2.5710, -8.1143, 2.4395], [3.0989, -6.9742, 3.6328], [5.2743, -7.2073, 2.6658], [5.5644, -9.6368, 3.3957], [3.9704, -9.2824, 4.1067], [5.7161, -8.6244, 5.6802], [4.5863, -7.3156, 5.2580], [6.3052, -5.6365, 5.8646], [7.9832, -6.0122, 5.2665], [7.2979, -6.9925, 6.5285], [-3.7563, -1.5951, 2.0904], [-5.0753, -1.1714, 1.9643], [-5.2438, 0.2665, 2.0387], [-6.6770, 0.8375, 1.8640], [-6.6208, 2.1890, 2.2832], [-7.8960, 2.9156, 1.9557], [-9.2196, 2.6236, 2.7126], [-9.9183, 1.4385, 2.2613], [-11.3513, 1.3583, 2.5336], [-3.7112, -2.6398, 1.7825], [-3.3618, -1.4773, 3.0996], [-3.1145, -1.0570, 1.3928], [-4.5917, 0.6679, 1.2630], [-4.7498, 0.6242, 2.9421], [-7.3675, 0.3368, 2.5426], [-6.9918, 0.7260, 0.8264], [-5.7348, 2.6252, 2.0715], [-8.1756, 3.0446, 0.9101], [-7.7431, 3.9558, 2.2431], [-9.8730, 3.4175, 2.3508], [-9.0336, 2.6809, 3.7851], [-11.4925, 1.3585, 3.6144], [-11.7597, 0.4340, 2.1250], [-11.8070, 2.1779, 1.9780], [0.2530, 3.3687, -3.9791], [-0.7543, 3.9776, -4.7884], [-0.3515, 5.2574, -5.3745], [-1.6992, 6.0082, -5.6938], [-1.5381, 7.3317, -6.2480], [-1.0740, 7.3621, -7.6463], [0.1982, 8.0923, -7.9073], [0.6426, 7.9658, -9.2626], [2.0224, 8.4986, -9.4732], [0.6462, 3.9962, -3.1792], [1.0329, 2.8684, -4.5530], [-0.2948, 2.5121, -3.5863], [0.0744, 4.8989, -6.3116], [0.3099, 5.8801, -4.7721], [-2.1956, 6.0859, -4.7265], [-2.3970, 5.4479, -6.3161], [-0.8805, 7.7579, -5.6107], [-1.7733, 7.7975, -8.3600], [-0.9422, 6.3748, -8.0891], [0.9621, 7.6485, -7.2689], [0.1064, 9.1748, -7.8180], [2.7200, 7.7434, -9.1111], [2.2321, 9.4586, -9.0015], [2.2666, 8.5701, -10.5331], [-3.7875, 3.6879, 2.2263], [-4.0753, 5.1937, 2.6496], [-3.5930, 5.4727, 3.9536], [-4.4693, 3.3111, 1.0177], [-4.0569, 2.9620, 2.9935], [-2.7257, 3.6324, 1.9861], [-5.1344, 5.4462, 2.5979], [-3.7236, 5.9287, 1.9256], [-4.3689, 5.4930, 4.5186], [-4.4167, 4.0472, 0.4037], [-0.0476, 1.8503, 5.6073], [-1.0853, 2.1318, 4.4755], [-0.4159, 2.3935, 3.2467], [0.4303, 0.5404, 5.3301], [-0.6191, 1.9264, 6.5324], [0.7037, 2.6398, 5.5826], [-1.6768, 3.0153, 4.7156], [-1.7525, 1.3002, 4.2487], [-0.0005, 3.2324, 3.4598], [1.2247, 0.6048, 4.7949], [1.4088, -1.0429, -0.2804], [0.7018, 0.1631, 0.4692], [-0.7744, 0.4130, 0.1983], [-0.9210, 0.9912, -1.0749], [-2.2300, 1.1953, -1.4872], [0.9128, -0.1350, 1.9211], [1.1291, -0.9805, -1.3320], [1.0834, -2.0393, 0.0184], [2.4939, -1.0779, -0.1825], [1.1595, 1.1274, 0.2482], [-1.0669, 0.9706, 1.0880], [-1.2398, -0.5708, 0.2579], [-2.7309, 1.8894, -0.8124], [-2.8438, 0.2968, -1.5515], [-2.0609, 1.5877, -2.4900], [0.3434, 0.5179, 2.4404], [1.8699, -0.0653, 2.2363], [-3.9603, 2.4803, -5.6258], [-3.7407, 1.0392, -5.2476], [-4.8040, 0.4666, -4.3095], [-4.8297, 1.0908, -3.0196], [-5.9753, 0.8133, -2.1986], [-3.6848, 0.2597, -6.4917], [-4.9886, 2.6480, -5.9462], [-3.2691, 2.8593, -6.3786], [-3.7798, 3.0740, -4.7297], [-2.7397, 0.9618, -4.8231], [-4.5926, -0.5675, -4.0371], [-5.7774, 0.3527, -4.7865], [-5.7572, 1.2478, -1.2230], [-6.1062, -0.2320, -1.9186], [-6.9007, 1.2142, -2.6119], [-4.6468, 0.2315, -6.7981], [-3.4679, -0.7188, -6.3667], [-1.0756, -2.3142, -5.0256], [-1.1516, -1.8176, -3.5556], [-0.7820, -2.8294, -2.4860], [-1.7099, -4.0016, -2.3906], [-2.9490, -3.7345, -1.6480], [-0.2855, -0.6608, -3.5976], [-1.2996, -1.4972, -5.7115], [-1.7681, -3.1299, -5.2334], [-0.0567, -2.6576, -5.2045], [-2.1348, -1.3690, -3.4138], [-0.6577, -2.2550, -1.5680], [0.2094, -3.2252, -2.7062], [-3.5912, -3.0458, -2.1969], [-2.7297, -3.2334, -0.7052], [-3.3921, -4.7054, -1.4266], [-0.5290, -0.1142, -2.7839], [-0.4223, -0.0965, -4.4239], [6.1871, -4.6671, -5.1348], [5.9940, -4.1247, -3.7487], [4.5375, -3.7037, -3.4313], [4.1006, -2.7342, -4.3701], [2.7569, -2.2280, -4.1873], [6.5465, -5.1067, -2.7959], [7.1570, -5.0833, -5.4070], [6.0405, -3.8988, -5.8940], [5.5237, -5.4717, -5.4519], [6.6318, -3.2413, -3.7784], [4.5095, -3.3008, -2.4188], [3.9351, -4.6115, -3.4628], [2.5419, -1.3892, -4.8494], [2.5900, -1.9261, -3.1534], [2.0747, -3.0343, -4.4568], [7.4592, -5.4023, -3.1116], [6.0230, -5.9545, -2.9609], [-5.4600, 8.4788, -1.3284], [-6.3000, 7.1905, -1.5780], [-5.9650, 6.0146, -0.5590], [-4.6174, 5.5172, -0.6044], [-4.2564, 5.1118, -1.9196], [-7.7035, 7.5711, -1.3242], [-5.3598, 8.6890, -0.2636], [-5.9724, 9.3291, -1.7784], [-4.5061, 8.2650, -1.8108], [-6.2377, 6.8102, -2.5976], [-6.7001, 5.2425, -0.7860], [-6.1805, 6.3311, 0.4615], [-4.9720, 4.5064, -2.4761], [-3.3205, 4.5531, -1.9208], [-4.1179, 6.0199, -2.5065], [-8.1765, 6.7692, -1.7157], [-7.8376, 8.2187, -2.0876], [-2.1661, -2.2863, 5.8970], [-0.7674, -2.7953, 5.5553], [-0.5798, -2.7197, 3.9739], [-1.4213, -3.6026, 3.2181], [-0.9986, -3.6657, 1.8259], [0.2085, -2.0654, 6.3887], [-2.3446, -1.2628, 5.5673], [-2.3790, -2.5021, 6.9440], [-2.9023, -2.8785, 5.3535], [-0.7151, -3.8573, 5.7950], [0.4690, -2.9683, 3.8123], [-0.7599, -1.6869, 3.6756], [-1.6909, -4.3551, 1.3427], [0.0422, -3.9732, 1.7241], [-1.0057, -2.6660, 1.3916], [0.1118, -1.0876, 6.1551], [1.1623, -2.2685, 6.1256]],
  "forces_ev_per_angstrom": [[-0.25, -0.14, 0.45], [-0.44, -1.27, -0.39], [-0.45, 0.47, -0.52], [0.12, 0.55, 1.65], [-0.19, -0.83, -0.45], [0.25, 0.17, -0.02], [-0.56, 0.30, -0.52], [0.41, 0.78, 0.51], [-1.14, -1.93, -0.53], [0.39, 0.36, 0.32], [0.03, 0.34, -0.76], [-0.12, -0.06, 0.35], [0.27, 0.13, 0.18], [-0.05, 0.15, 0.18], [0.10, 0.09, -0.02], [0.44, 0.57, -0.70], [0.12, -0.49, 0.45], [-0.19, 0.53, -0.02], [0.61, 0.37, -0.45], [0.50, -0.75, -0.45], [0.07, -0.10, 0.30], [-0.03, 0.54, 0.00], [0.33, 0.45, 0.54], [0.14, -0.32, -0.10], [-0.19, 0.28, -0.19], [-1.63, -0.83, 0.26], [0.03, -0.65, -0.66], [1.18, 0.34, -0.61], [-0.19, -0.36, 0.82], [-0.92, 0.93, 0.31], [0.07, 0.37, -1.64], [0.22, -1.77, 0.07], [0.41, -0.07, -0.06], [0.60, -0.11, -0.15], [0.45, 0.23, -0.07], [-0.04, -0.09, 0.24], [-0.07, 0.30, 0.63], [0.11, 0.01, -0.37], [-0.44, 0.37, -0.29], [0.29, -0.17, 0.06], [0.54, 0.36, 0.12], [0.64, -0.12, 0.63], [0.13, 0.30, -0.08], [-0.16, 0.54, 0.35], [-0.35, 0.09, 0.11], [-0.04, 0.07, 0.50], [-0.39, 0.51, 0.25], [-0.17, -0.46, -0.13], [-0.25, -0.84, 1.01], [0.84, 0.18, -0.38], [-0.45, 0.24, 0.38], [0.53, -0.29, 0.09], [0.33, -0.39, 0.24], [-0.48, 2.06, -0.63], [1.54, -0.51, -0.42], [-1.14, -1.40, 0.99], [0.12, 0.11, -1.50], [-0.26, 0.25, -0.21], [0.08, -0.15, -0.07], [0.12, -0.20, 0.13], [0.16, -0.13, -0.15], [-0.56, -0.17, -0.12], [-0.36, 0.14, -0.23], [-0.29, 0.56, 0.03], [0.37, 0.16, -0.42], [0.21, 0.17, 0.38], [-0.10, -0.26, -0.20], [0.00, 0.09, 0.39], [-0.15, 0.14, -0.03], [0.23, 0.28, 0.44], [-0.12, 0.49, 0.26], [-0.41, -0.46, -0.04], [0.84, -0.14, -0.38], [-2.50, 1.59, 0.06], [1.50, -1.40, -0.58], [2.19, -1.96, 1.60], [-3.72, -0.24, -2.72], [-0.05, 1.51, 1.75], [-0.98, -1.28, -1.20], [1.05, -0.38, 0.31], [1.30, 0.51, -0.16], [-0.13, 0.01, 0.33], [-0.01, -0.07, 0.15], [0.21, 0.25, -0.07], [-0.14, 0.37, -0.46], [-0.45, 0.09, 0.65], [-0.48, -0.33, -0.24], [-0.46, 0.23, -0.07], [0.86, 1.18, -0.04], [0.82, -1.01, -0.52], [0.41, 0.10, 0.15], [0.20, 0.68, 0.54], [-0.33, -0.19, 0.16], [-0.37, 0.31, -0.08], [0.52, -0.05, -0.02], [-0.38, 0.20, 0.48], [-1.21, -1.08, -0.51], [0.88, 1.49, 0.80], [-2.24, -1.71, -1.41], [0.52, -0.55, 0.68], [0.37, 0.03, -0.33], [-0.52, -0.24, -1.19], [1.63, 0.64, -0.57], [1.25, 0.35, -0.68], [-1.09, -1.35, 0.28], [-0.02, 0.11, -0.09], [0.45, 0.58, -0.31], [0.15, 0.04, 0.70], [0.74, 0.84, -0.16], [0.07, -0.23, 0.20], [-0.17, 0.18, 0.15], [0.40, -0.37, -0.12], [0.21, 0.77, -0.37], [-0.73, 0.25, 0.48], [0.12, -0.47, 0.46], [0.35, 0.37, 0.43], [-0.09, 0.11, 1.07], [0.08, 0.06, 0.43], [-0.42, 0.02, 0.18], [-0.75, 0.09, -0.08], [0.52, 1.88, -0.80], [-0.65, -0.75, -0.15], [0.00, -0.19, -0.39], [-0.50, -0.80, 1.24], [0.14, 0.19, 0.25], [0.19, -0.30, 0.58], [-0.55, -0.59, 0.15], [0.92, -0.34, -0.07], [0.21, 0.05, 0.29], [-0.18, 0.87, -0.70], [-2.05, -0.67, -1.85], [0.35, 0.48, 0.38], [0.11, 0.34, 0.10], [-0.08, 1.08, 0.94], [0.42, -0.47, 0.36], [0.25, -0.09, 0.11], [-0.33, 0.10, 0.24], [0.12, -0.23, 0.57], [0.45, 0.23, -0.71], [0.57, -0.36, -0.22], [-1.12, 1.05, -0.55], [2.05, -1.38, 0.99], [1.25, -1.63, 0.38], [0.84, -0.33, 1.19], [-0.04, 0.35, -0.44], [-1.40, -0.01, -0.89], [0.47, 0.10, -0.28], [-0.46, 0.20, 0.57], [-0.04, 0.51, 0.07], [0.49, -0.01, -0.55], [-0.78, 0.79, -0.38], [-0.62, -0.16, -0.19], [-0.26, 0.35, -0.14], [0.11, -0.36, 0.02], [-0.87, 0.28, -0.01], [0.33, 0.17, 0.48], [-0.02, 0.24, -0.24], [-0.16, 0.61, 0.76], [0.56, -0.54, -0.56], [0.34, -1.06, 1.24], [-0.99, 0.72, 0.18], [1.01, 0.09, -0.06], [-0.70, 0.01, 0.04], [-0.08, 0.04, -0.14], [-0.02, -0.40, -0.05], [-0.19, 0.26, 0.05], [-0.03, -0.08, 0.47], [0.56, -0.50, -0.57], [-0.39, 0.86, -0.15], [0.00, 0.62, -0.07], [0.05, -0.51, -0.67], [-0.03, 0.03, -0.09], [-0.25, 0.06, -0.72], [0.35, -0.18, 0.42], [-0.40, -0.80, 0.85], [-0.82, 0.33, -2.80], [-0.83, -0.79, -0.33], [0.25, 2.05, 0.67], [1.67, 0.21, -0.54], [1.20, 0.24, 1.53], [0.01, 0.05, 0.02], [0.05, -0.09, 0.03], [-0.02, -0.02, -0.16], [-0.81, -0.80, 0.39], [-0.47, -0.39, 0.55], [-0.10, -0.29, -0.11], [-0.28, -0.31, -0.25], [0.22, -0.03, 0.25], [-0.13, 0.18, -0.30], [0.54, 0.57, 0.05], [-0.14, -0.12, -0.04], [-0.69, -0.09, -2.25], [0.95, -0.11, -0.72], [0.69, -0.13, -0.27], [-0.15, 0.55, -0.09], [0.82, -1.09, 0.08], [-0.88, 0.30, 0.50], [0.46, 0.22, 0.79], [-0.21, 0.24, 0.01], [-0.52, -0.14, 0.44], [-0.07, 0.24, 0.71], [-0.16, 0.01, 0.19], [-0.43, -0.16, -0.04], [0.51, -0.05, 0.02], [-0.05, 0.06, 0.10], [-0.31, -0.05, 0.17], [0.39, 0.46, -0.01], [-0.43, -0.34, 0.32], [-0.21, -1.57, -0.62], [0.51, 0.44, 2.18], [-0.13, 1.13, -0.98], [-0.92, -0.47, -0.04], [0.60, 0.61, -0.80], [0.41, -0.86, -0.71], [0.13, -0.17, -0.05], [0.26, -0.02, -0.20], [0.29, 0.70, 0.25], [0.56, 0.08, -0.09], [0.10, -0.60, -0.14], [0.27, 0.28, -0.02], [-0.50, -0.19, 0.48], [0.02, 0.12, 0.39], [0.24, -0.07, -0.21], [-0.98, -0.35, 0.33], [-0.56, 0.77, 0.13], [-0.23, -1.19, -0.22], [-0.51, 0.03, -0.93], [0.29, -0.01, 1.28], [0.69, 0.16, -0.36], [-0.32, 0.33, 1.47], [-0.70, -0.38, -0.78], [0.27, 0.29, 0.46], [0.03, 0.67, 0.12], [-0.04, -0.15, -0.23], [0.00, -0.14, 0.13], [0.14, 0.09, -0.37], [0.13, 0.23, -0.25], [0.22, 0.11, -0.14], [0.08, -0.47, 0.17], [-0.39, 0.21, -0.21], [-0.02, 0.17, 0.21], [0.26, -0.25, -0.23]],
  "mulliken_charge": [-0.909, -0.283, -1.008, -0.324, -0.093, 0.397, -0.881, -0.465, -0.843, 0.337, 0.269, 0.270, 0.460, 0.557, -0.304, 0.780, 0.299, -0.155, 0.162, 0.086, 0.556, 0.300, 0.139, 0.362, -0.764, -0.271, -0.988, -0.008, -0.296, -1.184, 1.180, -0.503, -0.470, 0.227, 0.324, 0.304, 0.410, 0.363, 0.177, 0.327, 0.381, -0.025, 0.411, -0.047, -0.166, 0.409, 0.057, 0.155, -0.100, -0.417, -0.402, -0.164, -0.507, -0.800, -0.098, -0.392, -0.629, -0.076, 0.495, -0.054, 0.612, -0.074, 0.392, -0.055, 0.334, 0.382, 0.328, 0.549, -0.040, 0.172, 0.259, 0.302, 0.445, -0.514, -0.618, -0.391, 0.120, -0.577, -0.853, -0.273, -0.720, 0.256, 0.151, -0.464, 0.310, 0.444, 0.525, 0.259, 0.016, 0.360, 0.467, 0.479, 0.371, 0.298, 0.238, 0.320, -0.361, -0.097, -0.419, -0.430, -0.303, -0.511, -0.409, -0.377, -0.700, 0.376, 0.343, -0.345, 0.230, 0.353, -0.076, 0.311, 0.331, 0.341, 0.251, 0.356, 0.286, 0.286, 0.284, 0.279, -0.027, -0.770, -0.560, -0.033, 0.287, 0.440, 0.404, 0.225, 0.359, 0.319, -0.608, 0.066, -0.533, -0.230, 0.432, 0.277, 0.432, -0.117, 0.300, 0.297, 0.596, 0.045, -0.433, -0.377, -0.261, 0.862, -0.463, -0.423, -0.035, 0.370, 0.565, -0.512, 0.550, 0.163, -0.254, -0.527, -0.490, -1.508, 1.981, -1.095, 0.140, -0.713, -0.756, 0.433, 0.439, 0.050, -0.727, 0.277, 0.480, -0.267, 0.407, 0.444, 0.317, 0.223, -1.527, 2.101, 0.150, -0.499, -0.154, -0.045, 0.470, 0.344, 0.072, -0.979, 0.038, -0.022, 0.124, -0.102, 0.331, -0.473, 0.380, -1.795, 0.691, 0.044, -0.414, -0.456, -0.647, 0.467, 0.342, 0.398, 0.107, -0.521, 0.656, 0.260, -0.091, 0.383, 0.323, 0.289, -1.216, 0.170, -0.732, -0.477, -1.296, -0.763, 0.267, 0.425, 0.309, 0.507, 0.176, 0.465, 0.510, 0.411, 0.392, 0.274, 0.309, -1.583, 0.383, 1.828, -0.554, 0.311, -0.683, 0.151, 0.436, 0.384, 0.129, -0.723, -0.413, 0.469, -0.147, -0.424, 0.497, 0.129]
}